C23H16AsO6Tc | the ωB97M-V functional and the def2-TZVPD basis

Element x y z (Å)
1 O 1.5295 -0.1422 -2.6401
2 C 0.9606 -0.0825 -1.6585
3 Tc 0.0018 -0.0486 0.0110
4 O -0.7338 2.9201 -0.4446
5 C -0.4563 1.8375 -0.2817
6 C -0.9251 -0.0426 1.6730
7 O -1.4915 -0.0698 2.6863
8 C 0.4762 -2.0619 0.3375
9 O 0.0708 -2.7331 1.2602
10 C -1.5498 -0.7559 -0.8592
11 O -2.4441 -1.1920 -1.3744
12 H 1.1760 -2.5124 -0.4319
13 O 1.6333 0.4785 0.9421
14 As 2.5512 2.0193 1.1606
15 C 4.2638 1.4533 0.5031
16 C 4.5138 1.3516 -0.8664
17 C 5.7877 1.0618 -1.3543
18 C 6.8383 0.8527 -0.4695
19 C 6.6063 0.9234 0.8955
20 C 5.3311 1.2159 1.3737
21 C 1.8694 3.6147 0.2498
22 C 1.8538 3.7743 -1.1277
23 C 1.4424 4.9680 -1.6974
24 C 1.0528 6.0275 -0.8928
25 C 1.0767 5.8860 0.4839
26 C 1.4926 4.6769 1.0543
27 C 2.3178 2.2564 3.0553
28 C 3.3817 2.7189 3.8331
29 C 3.2252 2.9694 5.1965
30 C 1.9930 2.7804 5.8016
31 C 0.9149 2.3538 5.0437
32 C 1.0781 2.1029 3.6826
33 H 3.6993 1.5085 -1.5965
34 H 5.9616 1.0011 -2.4399
35 H 7.8431 0.6283 -0.8506
36 H 7.4330 0.7471 1.6034
37 H 5.1833 1.2465 2.4736
38 H 2.1394 2.9339 -1.8056
39 H 1.4172 5.0808 -2.8012
40 H 0.7242 6.9787 -1.3411
41 H 0.7701 6.7217 1.1359
42 H 1.4991 4.5943 2.1553
43 H 4.3691 2.9192 3.3746
44 H 4.0827 3.3303 5.7905
45 H 1.8672 2.9818 6.8753
46 H -0.0745 2.2193 5.5119
47 H 0.2011 1.7856 3.0904

Cartesian forces, eV/Å:
-0.72 0.20 1.44
1.99 -0.29 -4.46
1.75 1.52 0.63
-0.27 -1.04 0.17
-1.04 1.92 -0.73
-4.31 -0.56 6.80
2.18 0.20 -3.77
-0.16 -3.34 2.23
1.11 1.66 -2.37
-2.11 -0.63 -1.24
-0.25 -0.15 -0.11
-0.31 -0.13 0.47
1.39 1.62 0.62
-1.09 -0.77 -0.61
0.64 0.14 0.05
-1.75 0.50 -0.10
0.86 -0.32 -0.56
0.57 -0.07 -0.21
1.27 -0.40 -0.13
-1.03 0.26 1.51
0.65 -0.47 0.52
0.54 -1.07 -1.37
0.08 -0.19 -1.01
-0.25 0.68 -0.06
-0.06 0.10 0.66
-0.32 0.57 1.20
0.10 0.29 0.47
1.08 0.03 -1.25
0.19 0.39 1.37
0.21 0.21 0.83
-0.57 0.07 0.94
-0.26 -0.56 -2.07
0.61 -0.03 0.45
-0.16 0.03 0.62
-0.50 0.13 0.20
-0.55 0.08 -0.40
0.16 0.01 -0.92
-0.24 0.83 0.58
0.07 -0.17 0.91
0.21 -0.59 0.24
0.23 -0.58 -0.40
0.02 0.07 -0.70
-0.69 -0.12 0.39
-0.54 -0.24 -0.42
0.08 -0.12 -0.59
0.60 0.07 -0.32
0.61 0.25 0.49

## Properties
**2S+1**: 4
**Expectation value of S²**: 3.78
**Net charge**: +3
**Energy above the lowest of the compared OMol25 structures with the same formula, charge and spin**: 0.0 kcal/mol
**LUMO (spin up / spin down)**: -0.3728 / -0.5437 Eh

---

C23H16BCl2F2MnN6O2 | the ωB97M-V functional and the def2-TZVPD basis

Element x y z (Å)
1 Mn 0.2217 -0.5882 -1.2029
2 Cl 1.6639 6.2151 -2.4336
3 C 1.8262 4.5610 -1.9070
4 C 0.6955 3.7614 -1.8725
5 C 0.7678 2.4313 -1.4590
6 N -0.3127 1.5420 -1.4605
7 C -1.5658 1.9932 -1.4143
8 O -1.9931 3.1532 -1.3235
9 C -2.6167 0.8954 -1.4718
10 C -3.9640 1.2403 -1.4290
11 C -4.9105 0.2360 -1.5063
12 C -4.4872 -1.0804 -1.6391
13 C -3.1258 -1.3303 -1.6753
14 N -2.2148 -0.3650 -1.5807
15 C 2.0239 1.9050 -1.0614
16 C 3.1447 2.7307 -1.0982
17 C 3.0502 4.0465 -1.5214
18 Cl 4.4943 5.0236 -1.5432
19 N 2.0598 0.5476 -0.7071
20 C 3.0016 0.1015 0.1261
21 O 3.9005 0.7230 0.7124
22 C 2.9272 -1.3900 0.4015
23 C 3.9625 -2.0048 1.0986
24 C 3.8851 -3.3637 1.3416
25 C 2.7782 -4.0673 0.8849
26 C 1.7963 -3.3721 0.1999
27 N 1.8694 -2.0651 -0.0331
28 H -0.2566 4.1751 -2.1594
29 H -4.2196 2.2861 -1.3390
30 H -5.9673 0.4723 -1.4729
31 H -5.1927 -1.8970 -1.7172
32 H -2.7370 -2.3378 -1.7878
33 H 4.1002 2.3456 -0.7835
34 H 4.7904 -1.3936 1.4272
35 H 4.6773 -3.8736 1.8765
36 H 2.6775 -5.1320 1.0490
37 H 0.9189 -3.8761 -0.1928
38 N -2.1901 0.1138 4.7636
39 C -1.6494 -0.1362 3.5183
40 C -2.1515 -1.1479 2.6989
41 C -1.6037 -1.3256 1.4456
42 N -0.6084 -0.5865 0.9576
43 C -0.1321 0.3856 1.7431
44 C -0.6112 0.6437 3.0102
45 H -2.6971 -0.6397 5.1950
46 H -1.6189 0.6427 5.4003
47 H -2.9643 -1.7818 3.0309
48 H -1.9810 -2.1051 0.7937
49 H 0.6675 0.9865 1.3260
50 H -0.1863 1.4522 3.5913
51 F 0.5992 -2.6692 -3.8733
52 B 0.0656 -2.4601 -2.6466
53 F -0.6078 -3.6214 -2.2799

Cartesian forces, eV/Å:
0.08 -0.37 -0.39
0.00 -0.01 0.00
0.02 0.00 0.01
-0.01 -0.01 0.01
-0.01 0.00 -0.03
-0.06 0.01 0.06
0.03 0.06 0.04
0.01 -0.01 -0.01
0.00 0.06 -0.02
-0.04 0.01 0.00
0.02 0.00 0.00
0.00 -0.01 -0.01
0.00 -0.01 -0.01
-0.02 -0.10 0.07
0.01 -0.05 -0.01
0.03 0.01 0.00
-0.01 0.01 -0.01
-0.02 -0.01 0.00
-0.02 0.03 0.15
0.02 0.07 -0.03
0.00 -0.01 -0.03
0.02 0.00 0.00
0.02 -0.03 0.02
-0.01 0.02 -0.01
0.01 0.00 0.00
-0.03 -0.03 0.00
-0.08 0.01 0.05
0.00 0.00 0.00
0.01 0.00 0.00
0.00 0.00 0.00
0.00 0.00 0.00
0.01 0.00 0.00
0.00 -0.01 0.00
0.00 0.00 0.00
0.00 0.01 0.00
0.00 0.00 0.00
0.00 0.01 0.00
-0.01 0.01 0.00
0.02 0.00 -0.02
-0.01 -0.01 0.01
0.05 -0.07 -0.02
-0.01 0.15 0.10
-0.03 0.02 -0.01
-0.01 0.00 0.03
0.00 0.00 0.00
0.00 0.00 0.01
0.00 0.00 0.00
-0.01 0.00 -0.01
0.00 -0.01 -0.02
0.00 0.00 0.00
0.01 0.00 -0.03
-0.07 0.04 0.16
0.07 0.19 -0.02

## Properties
**2S+1**: 6
**Expectation value of S²**: 8.76
**Net charge**: -1
**Energy above the lowest of the compared OMol25 structures with the same formula, charge and spin**: 0.0 kcal/mol
**LUMO (spin up / spin down)**: 0.0865 / 0.0864 Eh

---

C23H16Br2IrN4O5S2 | the ωB97M-V functional and the def2-TZVPD basis

Element x y z (Å)
1 Ir -0.1275 1.3542 3.3642
2 Br -5.0548 0.6064 -0.8984
3 C -3.4729 1.0085 0.0604
4 C -3.5022 1.8967 1.1454
5 C -2.3255 2.1224 1.7955
6 N -1.1443 1.5198 1.4961
7 C -1.1182 0.6833 0.4130
8 C -2.2808 0.4214 -0.3114
9 C 1.3061 0.1101 0.5651
10 C 2.3880 -0.4102 -0.1655
11 C 3.6561 -0.3369 0.3557
12 Br 5.0966 -1.0998 -0.6134
13 C 3.8738 0.2748 1.5982
14 C 2.7603 0.7178 2.2671
15 N 1.5120 0.6302 1.7986
16 H -4.4138 2.3811 1.4527
17 H -2.2979 2.8070 2.6300
18 H -2.2611 -0.2380 -1.1634
19 H 2.2310 -0.8869 -1.1186
20 H 4.8584 0.3644 2.0236
21 H 2.8528 1.1600 3.2468
22 O 0.6767 -1.2031 3.8874
23 N -0.2692 -0.5273 3.5365
24 O -1.3569 -0.9376 3.1302
25 N 0.0559 0.0771 -0.0108
26 C -0.0216 -0.5824 -1.2845
27 C 0.0324 0.2536 -2.4407
28 C 0.6014 1.5410 -2.3518
29 C 0.7088 2.3472 -3.4613
30 C 0.2384 1.9190 -4.6944
31 C -0.3785 0.6803 -4.7900
32 C -0.4890 -0.1399 -3.6899
33 C -0.1185 -2.0059 -1.2859
34 C 0.2902 -2.7828 -2.3900
35 C 0.1559 -4.1528 -2.3809
36 C -0.3707 -4.8034 -1.2734
37 C -0.7267 -4.0601 -0.1551
38 C -0.5984 -2.6890 -0.1491
39 H 0.9848 1.8829 -1.4028
40 H 1.1675 3.3206 -3.3744
41 H 0.3343 2.5491 -5.5661
42 H -0.7845 0.3555 -5.7363
43 H -1.0171 -1.0775 -3.7781
44 H 0.7549 -2.3030 -3.2383
45 H 0.4816 -4.7241 -3.2388
46 H -0.4806 -5.8789 -1.2750
47 H -1.1082 -4.5621 0.7214
48 H -0.8963 -2.1219 0.7198
49 O -1.5003 2.8884 4.7199
50 S -0.1860 2.8951 5.3718
51 O 0.2750 1.5039 5.5794
52 O -0.0644 3.7615 6.5091
53 S 1.0729 3.4902 3.8501

Cartesian forces, eV/Å:
3.42 2.89 -1.98
0.24 0.08 0.18
0.62 0.03 0.32
-0.18 -0.21 -0.66
0.15 0.09 0.00
-0.60 -0.81 0.33
0.93 0.46 1.33
-1.17 0.25 -0.27
-0.13 0.55 0.99
0.54 -0.18 0.01
-0.20 0.22 0.45
-0.17 0.18 0.17
-0.11 -0.31 -0.53
0.33 0.02 0.35
-1.05 0.43 0.72
0.00 0.10 0.06
0.06 -0.02 0.08
0.25 -0.07 0.07
-0.23 0.11 -0.01
0.04 0.02 0.10
0.01 0.07 0.09
-0.45 -0.08 0.10
-2.00 -1.62 -0.68
0.11 -1.57 0.31
-0.43 -0.23 -0.29
-0.06 -0.23 -0.69
0.23 -0.12 0.55
-0.08 -0.03 -0.10
-0.07 0.08 -0.20
0.04 0.25 -0.23
0.06 0.04 0.02
-0.08 0.10 -0.06
-0.18 0.29 0.20
0.08 -0.05 0.06
-0.05 -0.06 0.11
-0.03 -0.28 0.06
0.07 -0.21 -0.07
0.06 0.02 -0.20
0.06 0.12 0.10
0.08 0.14 0.03
0.00 0.08 -0.08
-0.08 -0.05 -0.14
0.04 -0.09 0.01
-0.04 0.06 -0.07
0.03 -0.07 -0.10
-0.01 -0.07 0.02
-0.07 -0.05 0.12
-0.04 0.00 0.20
-0.92 -1.45 -0.66
2.15 3.17 0.76
0.08 -1.45 -0.76
-0.42 -0.51 0.13
-0.82 0.01 -0.25

## Properties
**Net charge**: -1
**Energy above the lowest of the compared OMol25 structures with the same formula, charge and spin**: 71.9 kcal/mol
**LUMO (spin up / spin down)**: 0.0313 / 0.0255 Eh

---

C23H16Br2IrN4O5S2 | the ωB97M-V functional and the def2-TZVPD basis

Element x y z (Å)
1 Ir 0.8039 -2.2378 0.0075
2 Br -4.2361 -0.8951 4.0623
3 C -2.7788 -1.3425 2.9541
4 C -2.8695 -2.4213 2.0902
5 C -1.7822 -2.7015 1.2882
6 N -0.6568 -1.9807 1.3338
7 C -0.5754 -0.9294 2.1691
8 C -1.6286 -0.5817 3.0014
9 C 0.6889 -0.1959 2.0897
10 C 1.0584 0.8492 2.9189
11 C 2.3122 1.3897 2.7258
12 Br 2.8837 2.8200 3.8150
13 C 3.1464 0.9005 1.7342
14 C 2.6949 -0.1310 0.9384
15 N 1.4881 -0.6640 1.1237
16 H -3.7595 -3.0290 2.0312
17 H -1.7836 -3.5199 0.5836
18 H -1.5610 0.2710 3.6594
19 H 0.4023 1.2338 3.6848
20 H 4.1327 1.3100 1.5759
21 H 3.2847 -0.5747 0.1470
22 O 2.5278 -2.4256 2.8050
23 N 2.3276 -3.5590 2.4122
24 O 1.6159 -3.6866 1.3655
25 N -0.5431 -1.0930 -1.0556
26 C -0.5783 0.1331 -1.3269
27 C 0.5350 1.1453 -1.1739
28 C 0.3720 2.2242 -0.3048
29 C 1.3927 3.1423 -0.1051
30 C 2.5882 3.0101 -0.8013
31 C 2.7499 1.9504 -1.6823
32 C 1.7388 1.0144 -1.8606
33 C -1.8786 0.7091 -1.8422
34 C -1.9166 1.8870 -2.5863
35 C -3.1117 2.3615 -3.1117
36 C -4.2927 1.6682 -2.8947
37 C -4.2674 0.4980 -2.1445
38 C -3.0735 0.0258 -1.6266
39 H -0.5708 2.3414 0.2206
40 H 1.2564 3.9628 0.5899
41 H 3.3851 3.7296 -0.6556
42 H 3.6763 1.8397 -2.2337
43 H 1.8728 0.1672 -2.5230
44 H -0.9975 2.4293 -2.7702
45 H -3.1164 3.2735 -3.6964
46 H -5.2244 2.0304 -3.3116
47 H -5.1847 -0.0526 -1.9719
48 H -3.0317 -0.8961 -1.0605
49 O 3.1313 -3.8775 -2.9874
50 S 2.2326 -3.0163 -2.2704
51 O 1.8440 -1.8154 -2.9734
52 O 2.7100 -2.6566 -0.8402
53 S 0.5664 -4.0343 -1.5168

Cartesian forces, eV/Å:
1.73 -0.07 1.38
-0.05 0.01 0.03
0.05 -0.01 -0.06
0.01 -0.02 0.08
0.03 0.02 0.19
-1.24 -0.08 -0.21
-0.11 -0.03 0.05
-0.06 -0.09 0.03
0.06 -0.09 -0.20
0.08 -0.03 -0.05
0.03 -0.08 -0.09
0.02 0.05 0.01
0.09 0.08 0.06
-0.17 -0.03 0.12
-0.07 0.39 0.02
-0.02 0.01 0.00
0.00 0.04 -0.06
0.04 0.00 0.00
-0.01 -0.05 0.02
-0.02 0.03 0.00
0.01 0.00 0.02
0.16 0.30 0.20
-0.12 -0.12 0.10
-0.06 -0.46 -0.48
0.62 -0.49 -0.01
0.05 0.36 0.00
0.08 -0.13 0.14
-0.03 0.00 0.02
0.00 0.02 -0.03
-0.03 0.01 -0.02
0.04 0.02 -0.03
-0.08 -0.02 -0.12
0.04 0.03 -0.17
0.03 -0.03 0.03
-0.02 0.00 0.01
0.01 0.01 0.00
-0.01 0.00 0.00
-0.01 -0.02 0.04
0.00 0.00 0.01
-0.01 0.00 0.01
0.00 0.00 0.00
0.00 0.00 0.01
0.01 0.03 0.06
-0.01 0.01 -0.01
0.00 -0.01 -0.01
0.00 0.01 0.02
0.00 0.00 0.01
0.01 -0.02 -0.02
0.19 -0.08 0.24
-0.37 -0.54 0.74
0.01 -0.03 -0.35
-0.47 0.96 -1.25
-0.44 0.16 -0.46

## Properties
**Net charge**: -1
**Energy above the lowest of the compared OMol25 structures with the same formula, charge and spin**: 2.8 kcal/mol
**LUMO**: 0.0490 Eh

---

C23H16BrCrN7SbSe4 | the ωB97M-V functional and the def2-TZVPD basis

Element x y z (Å)
1 Cr 0.5695 0.0561 0.0901
2 C 2.6677 3.8848 0.2027
3 C 2.4581 2.5102 0.2067
4 N 1.2407 1.9891 0.0048
5 C 0.2311 2.8731 -0.2127
6 C 0.4985 4.2433 -0.3090
7 N 1.6962 4.7329 -0.0870
8 C -1.1039 2.2975 -0.1906
9 C -2.2918 2.9786 -0.4001
10 C -3.5105 2.3288 -0.1695
11 C -3.4826 0.9864 0.2288
12 C -2.2556 0.3419 0.3515
13 N -1.0916 0.9911 0.1362
14 C -1.9997 -1.0356 0.7362
15 C -2.9496 -1.9459 1.2130
16 N -2.6091 -3.1204 1.6896
17 C -1.3270 -3.4454 1.6793
18 C -0.3641 -2.5975 1.1562
19 N -0.6771 -1.3804 0.6860
20 C -4.7701 3.0688 -0.3201
21 C -4.8210 4.4434 -0.0671
22 C -6.0394 5.0960 -0.1945
23 N -7.1246 4.4540 -0.5524
24 C -7.1131 3.1680 -0.8030
25 C -5.9466 2.4232 -0.7030
26 H 3.6341 4.3109 0.4308
27 H 3.2833 1.8285 0.3716
28 H -0.2756 4.9510 -0.5613
29 H -2.2695 3.9966 -0.7474
30 H -4.3929 0.4529 0.4558
31 H -4.0028 -1.7070 1.2223
32 H -1.0590 -4.4071 2.0843
33 H 0.6755 -2.8986 1.1116
34 H -3.9564 4.9950 0.2647
35 H -6.1418 6.1532 0.0029
36 H -8.0552 2.7202 -1.0835
37 H -5.9597 1.3695 -0.9291
38 Se 1.2418 -1.3679 -3.5476
39 Sb 0.3981 -3.4531 -2.1503
40 Se -1.9504 -3.8677 -2.2434
41 Se 2.2615 -4.2309 -0.8916
42 Se 0.0192 -0.0180 -2.2734
43 Br 6.7856 -2.2705 0.5749
44 C 5.0264 -1.6336 0.4381
45 C 4.5981 -0.9509 -0.7027
46 C 3.2923 -0.5305 -0.7727
47 N 2.3816 -0.7351 0.2007
48 C 2.8249 -1.3458 1.3195
49 C 4.1134 -1.8040 1.4805
50 H 5.2781 -0.7616 -1.5188
51 H 2.9501 0.0189 -1.6459
52 H 2.1097 -1.4536 2.1282
53 H 4.4090 -2.2849 2.3986

Cartesian forces, eV/Å:
1.18 -0.58 -2.03
0.01 -0.20 -0.11
0.20 -0.17 -0.03
-0.29 0.99 0.63
0.59 0.43 0.01
-0.37 -0.71 -0.10
0.33 0.35 0.04
-0.73 -0.33 -0.08
0.26 -0.44 0.19
0.18 -0.01 -0.06
0.56 -0.14 0.03
0.04 0.84 -0.37
-1.96 1.29 -0.05
0.20 -0.74 0.19
0.29 0.75 -0.44
0.02 -0.52 0.24
-0.08 0.03 -0.15
0.38 0.16 0.01
-1.28 -0.62 1.18
-0.43 0.25 -0.05
-0.04 -0.18 0.00
0.71 -0.24 0.07
-1.37 0.82 -0.11
0.53 -0.48 0.01
0.14 -0.02 0.12
0.12 -0.11 -0.02
-0.11 0.00 0.07
-0.17 0.05 0.04
-0.08 0.16 0.04
-0.08 0.04 -0.02
-0.09 0.14 -0.01
0.13 -0.15 0.03
-0.09 0.01 0.00
0.14 0.05 0.06
0.07 0.11 0.03
-0.04 -0.12 -0.07
0.00 -0.16 -0.07
0.73 -1.71 -0.42
-0.04 -0.04 -0.30
1.22 0.28 0.14
-0.75 0.16 -0.46
-1.04 1.16 1.70
-0.44 0.15 -0.02
-0.08 0.11 -0.04
0.24 -0.27 0.26
-0.12 0.17 -0.32
1.26 -0.26 0.20
-0.05 0.02 0.04
0.16 -0.03 -0.14
-0.01 0.02 -0.08
0.01 -0.18 0.12
0.03 -0.05 -0.01
-0.01 -0.06 0.10

## Properties
**2S+1**: 2
**Expectation value of S²**: 0.88
**Net charge**: +2
**LUMO (spin up / spin down)**: -0.2983 / -0.2800 Eh

---

C23H16CaN7O2 | the ωB97M-V functional and the def2-TZVPD basis

Element x y z (Å)
1 Ca -0.3554 -0.1206 0.8745
2 O -2.0471 0.2246 2.2324
3 C -2.5527 1.2419 2.8476
4 C -3.3632 1.0472 3.9957
5 C -3.9235 2.0967 4.6862
6 C -3.7214 3.4168 4.2743
7 C -2.9465 3.6377 3.1555
8 C -2.3547 2.5958 2.4294
9 C -1.5903 2.9785 1.2522
10 N -0.9644 2.1708 0.4843
11 N -0.3287 2.7555 -0.6091
12 C 0.1524 1.8367 -1.4088
13 O 0.0683 0.5627 -1.2643
14 C 0.8714 2.3475 -2.6235
15 C 1.0194 3.7115 -2.8682
16 C 1.6894 4.1517 -3.9982
17 C 2.2216 3.2367 -4.8993
18 C 2.0801 1.8780 -4.6594
19 C 1.4088 1.4375 -3.5268
20 H -3.5181 0.0234 4.3137
21 H -4.5298 1.8928 5.5623
22 H -4.1608 4.2436 4.8167
23 H -2.7785 4.6536 2.8110
24 H -1.5726 4.0426 1.0008
25 H 0.6006 4.4096 -2.1570
26 H 1.7997 5.2143 -4.1782
27 H 2.7466 3.5831 -5.7814
28 H 2.4968 1.1582 -5.3536
29 H 1.2966 0.3821 -3.3179
30 N 2.5246 -4.0700 4.4648
31 C 2.8251 -3.0783 3.9400
32 N 3.2438 -1.9689 3.3598
33 C 2.3592 -1.2489 2.7534
34 N 1.5996 -0.6042 2.1470
35 N 0.5515 -4.6088 0.9167
36 C 0.0025 -3.4562 1.3722
37 N -0.2128 -2.5841 0.4265
38 C 0.2385 -3.1886 -0.7421
39 C 0.2886 -2.6874 -2.0422
40 C 0.8103 -3.5148 -3.0160
41 C 1.2784 -4.8045 -2.7142
42 C 1.2474 -5.3048 -1.4273
43 C 0.7207 -4.4678 -0.4489
44 H 0.8427 -5.3791 1.4926
45 H -0.1983 -3.2957 2.4207
46 H -0.0446 -1.6779 -2.2526
47 H 0.8718 -3.1603 -4.0368
48 H 1.6840 -5.4174 -3.5089
49 H 1.6230 -6.2927 -1.1952

Cartesian forces, eV/Å:
-0.09 0.02 -0.01
0.03 0.02 0.08
-0.05 -0.01 -0.05
0.01 0.01 0.01
0.00 -0.01 0.01
0.01 0.01 -0.01
0.00 0.00 0.01
0.02 0.02 0.00
-0.07 -0.04 -0.02
0.18 0.04 0.02
-0.05 -0.01 -0.01
-0.06 -0.01 -0.02
0.09 0.01 0.01
-0.01 0.00 -0.01
-0.01 0.00 -0.01
0.00 0.00 0.00
0.00 0.00 0.00
0.00 0.00 0.00
0.01 0.00 0.00
0.00 0.00 0.00
0.00 0.00 0.00
0.00 0.00 0.00
0.00 0.00 0.00
-0.02 0.00 -0.02
0.00 0.00 0.00
0.00 0.00 0.00
0.00 0.00 0.00
0.00 0.00 0.00
0.00 0.00 0.00
-0.04 -0.06 -0.08
0.02 0.03 -0.01
0.02 0.03 0.15
-0.11 -0.22 -0.23
0.11 0.20 0.14
-0.04 -0.02 -0.04
0.04 0.02 0.03
-0.05 0.00 -0.06
0.01 0.00 0.02
-0.01 -0.01 0.02
0.01 0.00 -0.01
0.00 0.00 -0.01
-0.01 0.01 0.00
0.02 -0.02 0.03
0.05 0.04 0.05
0.01 -0.02 0.00
0.00 0.00 0.00
0.00 0.00 0.00
0.00 0.00 0.00
0.00 0.00 0.00

## Properties
**Net charge**: -1
**Energy above the lowest of the compared OMol25 structures with the same formula, charge and spin**: 6.1 kcal/mol
**LUMO**: 0.0951 Eh

---

Number 1: energy -99399.354 eV. Number 2: energy -99630.877 eV. Number 3: energy -204901.088 eV. Number 4: energy -204904.085 eV. Number 5: energy -400913.565 eV. Number 6: energy -57081.558 eV.